Here is a 22-piece molecular cluster, C78H213N13O35 overall in a non-equilibrium geometry from OMol25. Energies are from ωB97M-V/def2-TZVPD.

Atoms and positions in Å:
O  0.223  -3.082  5.120
H  -0.344  -2.709  5.794
H  1.109  -2.844  5.394
O  0.684  -1.489  -7.620
H  1.535  -1.183  -7.307
H  0.205  -1.721  -6.825
O  -6.855  -1.200  0.305
H  -6.524  -0.359  -0.011
H  -6.291  -1.417  1.047
O  5.483  2.752  -3.678
H  5.992  1.951  -3.554
H  6.135  3.421  -3.889
O  -1.691  -2.145  6.949
H  -2.010  -1.809  7.786
H  -2.483  -2.394  6.473
O  -8.003  -2.936  -1.417
H  -7.501  -2.271  -0.947
H  -8.860  -2.535  -1.558
O  1.862  5.919  -4.426
H  2.039  6.558  -5.116
H  2.706  5.796  -3.990
O  -3.581  4.184  -0.819
H  -3.192  4.276  -1.689
H  -3.624  5.079  -0.480
O  2.370  -1.909  5.928
H  2.648  -1.274  6.587
H  3.182  -2.189  5.506
C  -1.061  1.419  -8.524
O  -1.296  2.681  -7.882
C  -0.608  3.112  -6.693
C  0.913  3.054  -6.813
N  1.478  1.713  -6.882
C  2.931  1.884  -6.848
C  3.648  0.592  -6.552
O  3.661  -0.468  -7.513
C  4.332  -0.213  -8.765
H  -0.288  1.484  -9.290
H  -2.016  1.136  -8.966
H  -0.803  0.630  -7.817
H  -0.975  2.497  -5.872
H  -1.028  4.110  -6.567
H  1.296  3.609  -5.957
H  1.269  3.619  -7.675
H  1.236  1.275  -7.759
H  3.239  2.504  -6.007
H  3.378  2.299  -7.752
H  3.269  0.182  -5.616
H  4.681  0.742  -6.240
H  4.543  -1.095  -9.370
H  5.278  0.313  -8.637
H  3.739  0.417  -9.428
C  7.729  4.773  -5.573
O  6.709  4.855  -4.639
C  6.430  6.155  -4.097
C  5.587  5.909  -2.795
N  4.270  5.280  -3.056
C  3.381  5.029  -1.891
C  4.085  4.250  -0.802
O  4.546  5.171  0.194
C  4.767  4.635  1.473
H  7.835  3.802  -6.055
H  8.726  5.130  -5.316
H  7.453  5.406  -6.416
H  5.928  6.705  -4.892
H  7.403  6.630  -3.966
H  5.447  6.741  -2.106
H  6.102  5.189  -2.159
H  4.472  4.376  -3.458
H  2.448  4.507  -2.103
H  3.108  6.049  -1.620
H  4.860  3.553  -1.121
H  3.259  3.638  -0.440
H  5.503  3.831  1.460
H  3.902  4.081  1.841
H  5.064  5.352  2.238
C  3.859  -2.944  2.211
O  3.379  -4.331  2.540
C  3.612  -4.666  3.923
C  2.965  -6.035  4.184
N  1.497  -5.981  4.118
C  1.043  -5.966  2.677
C  -0.312  -6.692  2.498
O  -0.747  -6.897  1.170
C  -0.343  -8.125  0.646
H  3.426  -2.706  1.239
H  4.935  -2.771  2.185
H  3.529  -2.153  2.884
H  3.108  -3.964  4.587
H  4.692  -4.630  4.065
H  3.144  -6.284  5.230
H  3.353  -6.860  3.587
H  1.238  -5.103  4.547
H  1.698  -6.508  1.994
H  0.980  -4.930  2.345
H  -1.086  -6.090  2.975
H  -0.428  -7.654  2.999
H  0.730  -8.301  0.564
H  -0.751  -8.178  -0.363
H  -0.789  -8.935  1.223
C  -4.145  0.404  13.759
O  -3.397  1.485  13.371
C  -2.721  1.285  12.149
C  -3.586  1.218  10.844
N  -2.698  1.288  9.675
C  -3.607  1.023  8.536
C  -2.770  0.942  7.221
O  -2.679  2.304  6.821
C  -1.883  2.369  5.681
H  -4.960  0.342  13.038
H  -4.524  0.525  14.774
H  -3.635  -0.557  13.689
H  -1.971  0.508  12.299
H  -2.159  2.200  11.962
H  -4.347  1.998  10.801
H  -4.167  0.296  10.866
H  -2.444  2.253  9.517
H  -4.436  1.713  8.380
H  -4.059  0.034  8.606
H  -3.205  0.257  6.494
H  -1.821  0.476  7.485
H  -0.858  2.290  6.044
H  -2.107  3.327  5.211
H  -2.129  1.585  4.964
C  -9.041  3.313  -4.212
O  -8.696  2.152  -3.367
C  -7.331  1.882  -3.327
C  -7.165  0.810  -2.196
N  -7.125  1.400  -0.859
C  -5.891  2.147  -0.664
C  -5.480  2.248  0.817
O  -4.868  1.072  1.285
C  -4.726  1.053  2.716
H  -10.093  3.353  -4.493
H  -8.494  3.379  -5.153
H  -8.749  4.227  -3.696
H  -6.820  2.816  -3.091
H  -6.918  1.449  -4.237
H  -6.314  0.177  -2.447
H  -7.974  0.081  -2.138
H  -7.949  1.984  -0.876
H  -6.079  3.166  -1.000
H  -5.042  1.623  -1.102
H  -6.401  2.390  1.383
H  -4.903  3.151  1.014
H  -4.184  0.171  3.058
H  -5.740  1.097  3.113
H  -4.305  1.941  3.189
C  -5.345  6.727  0.832
O  -4.261  6.729  -0.057
C  -3.690  7.972  -0.384
C  -2.453  7.879  -1.298
N  -2.844  7.779  -2.686
C  -1.819  7.218  -3.610
C  -1.443  5.729  -3.312
O  -2.566  4.781  -3.059
C  -3.321  4.462  -4.193
H  -5.782  5.749  1.037
H  -6.128  7.234  0.268
H  -5.221  7.148  1.830
H  -3.551  8.547  0.532
H  -4.371  8.597  -0.962
H  -1.771  7.096  -0.965
H  -1.920  8.826  -1.216
H  -3.655  7.181  -2.742
H  -0.946  7.859  -3.733
H  -2.235  7.277  -4.616
H  -0.852  5.654  -2.398
H  -0.849  5.432  -4.176
H  -3.451  5.333  -4.835
H  -4.333  4.077  -4.072
H  -2.824  3.670  -4.753
C  -5.386  -2.603  3.659
O  -5.473  -2.650  2.192
C  -4.891  -3.917  1.828
C  -4.966  -4.211  0.343
N  -4.820  -5.647  0.007
C  -3.460  -6.121  0.120
C  -2.589  -5.547  -1.067
O  -3.212  -5.777  -2.296
C  -2.336  -5.711  -3.411
H  -5.885  -1.707  4.028
H  -4.374  -2.444  4.031
H  -5.979  -3.381  4.140
H  -5.429  -4.705  2.355
H  -3.854  -4.000  2.153
H  -4.252  -3.598  -0.206
H  -5.898  -3.824  -0.068
H  -4.865  -5.583  -0.999
H  -3.510  -7.207  0.197
H  -3.007  -5.761  1.043
H  -1.645  -6.092  -1.066
H  -2.406  -4.487  -0.892
H  -1.548  -6.461  -3.338
H  -1.985  -4.694  -3.587
H  -2.883  -6.002  -4.308
C  -4.294  -2.633  -4.059
O  -3.638  -2.920  -5.261
C  -2.981  -1.811  -5.958
C  -1.784  -1.263  -5.187
N  -0.741  -2.285  -5.040
C  0.395  -1.754  -4.256
C  1.419  -2.829  -3.888
O  1.035  -3.688  -2.786
C  0.696  -3.108  -1.482
H  -4.705  -3.554  -3.645
H  -5.056  -1.853  -4.069
H  -3.500  -2.374  -3.358
H  -3.742  -1.047  -6.118
H  -2.756  -2.104  -6.983
H  -2.255  -0.878  -4.282
H  -1.376  -0.359  -5.640
H  -1.127  -3.038  -4.489
H  -0.044  -1.380  -3.331
H  0.907  -0.908  -4.714
H  2.376  -2.385  -3.611
H  1.694  -3.483  -4.716
H  1.406  -2.347  -1.158
H  0.709  -3.879  -0.712
H  -0.313  -2.714  -1.358
C  -3.087  -8.991  4.038
O  -2.241  -8.058  4.684
C  -2.808  -6.774  4.992
C  -1.775  -5.904  5.699
N  -1.714  -6.300  7.115
C  -0.789  -5.499  7.798
C  -0.461  -6.019  9.230
O  0.085  -7.321  9.163
C  0.059  -7.980  10.405
H  -3.935  -9.158  4.702
H  -2.565  -9.894  3.720
H  -3.567  -8.561  3.159
H  -3.665  -6.835  5.662
H  -3.088  -6.335  4.035
H  -2.115  -4.870  5.752
H  -0.761  -6.033  5.320
H  -1.436  -7.269  7.048
H  -1.123  -4.467  7.912
H  0.148  -5.360  7.258
H  -1.460  -6.024  9.666
H  0.201  -5.279  9.680
H  0.421  -7.405  11.257
H  0.671  -8.882  10.386
H  -1.003  -8.156  10.572
C  -0.893  -1.814  2.256
O  -0.865  -1.007  1.040
C  -2.242  -1.102  0.406
C  -2.550  0.221  -0.457
N  -1.476  0.286  -1.480
C  -1.499  1.577  -2.186
C  -0.266  1.744  -3.066
O  0.907  1.617  -2.325
C  2.121  1.649  -3.007
H  -1.251  -2.819  2.034
H  -1.482  -1.316  3.026
H  0.160  -1.931  2.508
H  -3.041  -1.316  1.116
H  -2.272  -1.962  -0.263
H  -2.524  1.096  0.193
H  -3.527  0.138  -0.932
H  -0.555  0.203  -1.075
H  -1.484  2.435  -1.515
H  -2.422  1.700  -2.753
H  -0.254  2.642  -3.684
H  -0.245  0.883  -3.734
H  1.984  2.459  -3.724
H  2.411  0.774  -3.589
H  2.910  1.983  -2.334
C  4.737  0.837  2.488
O  4.797  0.053  1.299
C  4.343  0.701  0.115
C  4.220  -0.447  -0.967
N  5.447  -1.045  -1.418
C  5.305  -2.194  -2.319
C  4.812  -3.468  -1.613
O  5.564  -3.779  -0.454
C  5.316  -5.059  0.036
H  4.921  0.092  3.262
H  3.739  1.252  2.634
H  5.496  1.616  2.554
H  5.035  1.437  -0.296
H  3.443  1.295  0.277
H  3.705  0.007  -1.813
H  3.615  -1.171  -0.421
H  5.944  -1.413  -0.620
H  6.250  -2.467  -2.788
H  4.642  -1.907  -3.136
H  4.804  -4.310  -2.304
H  3.780  -3.394  -1.270
H  5.894  -5.244  0.941
H  5.502  -5.823  -0.719
H  4.277  -5.181  0.342
C  1.104  0.512  4.099
O  0.284  1.377  3.323
C  0.897  1.702  2.099
C  0.141  2.771  1.312
N  0.251  4.093  1.958
C  -0.651  5.133  1.254
C  -1.376  6.186  2.212
O  -2.034  5.504  3.327
C  -3.215  4.716  3.058
H  0.514  0.087  4.911
H  2.052  0.983  4.360
H  1.326  -0.297  3.404
H  1.056  0.811  1.490
H  1.875  2.119  2.337
H  -0.877  2.508  1.026
H  0.612  2.905  0.338
H  -0.034  4.008  2.923
H  -1.391  4.643  0.621
H  -0.019  5.652  0.534
H  -2.022  6.824  1.608
H  -0.581  6.817  2.611
H  -3.650  4.260  3.947
H  -3.029  3.864  2.404
H  -4.052  5.226  2.581
C  9.122  0.003  -7.830
O  8.792  -0.126  -6.465
C  7.351  -0.054  -6.202
C  7.142  -0.539  -4.707
N  7.190  0.523  -3.671
C  8.470  1.129  -3.455
C  8.490  2.160  -2.244
O  8.409  1.653  -0.983
C  8.407  2.509  0.071
H  8.826  0.956  -8.268
H  8.832  -0.850  -8.442
H  10.210  0.029  -7.899
H  6.853  -0.763  -6.863
H  7.026  0.965  -6.410
H  7.779  -1.408  -4.548
H  6.196  -1.079  -4.654
H  6.805  0.232  -2.784
H  8.747  1.738  -4.315
H  9.212  0.373  -3.197
H  7.738  2.948  -2.294
H  9.472  2.633  -2.244
H  7.585  3.220  0.141
H  9.310  3.119  0.079
H  8.403  1.885  0.965

As for the HOMO-LUMO gap: 8.33 eV. As for the LUMO energy: 0.0 eV. The calculation puts the relative energy (zero: lowest compared OMol25 entry of this formula, charge and spin) at 0.752 eV. As for the spin multiplicity: 1. The max |F| is 0.0697 hartree/bohr. The calculation puts the energy at -6444.09350 Eh.